Entry 1:
An isolated molecule of C4H5NO. Source: the OMol25 dataset; level of theory: ωB97M-V/def2-TZVPD.

Computed properties:
charge	0
LUMO level	1.0	eV
SMILES	[H]/N=C/OCC#C
HOMO-LUMO gap	0.411	Eh
molar mass	83.090	u

```
11
Properties=species:S:1:pos:R:3:lowdin_charge:R:1
H 1.3076 1.4577 2.6045 0.05
C -0.3666 0.1741 -0.3627 -0.22
H -1.9052 -1.4831 -3.3204 0.03
C 1.1231 0.0121 1.4170 -0.32
C -0.8888 -0.5734 -1.5052 -0.09
C -1.4189 -1.0662 -2.4662 0.12
O 0.5997 -0.6035 0.3468 -0.06
H -1.1861 0.4405 0.3128 0.13
H 0.0938 1.1092 -0.6984 0.13
H 1.8473 -0.6491 1.9007 0.13
N 0.7942 1.1819 1.7711 0.11
```

***

Entry 2:
A structure of composition C36H60OP2Re at a distorted geometry. Source: the OMol25 dataset; level of theory: ωB97M-V/def2-TZVPD.

Computed properties:
charge	+2
multiplicity	4
LUMO level (alpha / beta)	-8.9 / -7.8	eV
<S²>	4.1598
HOMO-LUMO gap (alpha / beta)	0.133 / 0.198	Eh
molar mass	757.030	u

```
100
Properties=species:S:1:pos:R:3:lowdin_charge:R:1
H 2.4841 -2.4620 3.1085 0.09
H -1.7837 0.2533 -4.1143 0.08
C 2.5049 -0.6798 -3.0836 0.00
H -5.4889 0.1428 -0.0921 0.05
H 0.9267 -4.0991 5.9226 0.12
C -0.0358 1.9355 5.8003 -0.05
C -1.8217 -1.3317 -5.5412 -0.15
H -4.5065 -2.2024 -0.3247 0.08
C -2.2326 1.1307 4.8636 -0.08
C -0.1521 -1.1289 4.5730 -0.29
H -0.6040 -0.6347 7.9438 0.13
C 0.0296 1.1039 -0.8865 -0.20
H -1.3014 -0.5246 -6.1019 0.12
H -0.0281 -5.4527 2.7520 0.07
C 1.6687 -0.6260 0.0602 -0.05
H -2.9472 1.9071 5.2044 0.09
H 2.4015 -0.7515 -4.1768 0.09
H 0.1313 -2.8223 2.5775 0.08
H 2.1207 -1.5984 -0.1909 0.08
H -0.4642 2.9384 5.8524 0.09
C 0.5588 -3.3597 3.4356 -0.38
C 2.0638 -3.4756 3.1586 -0.04
C 0.3695 1.1617 -4.6199 -0.02
H -0.1610 -5.1379 -0.1438 0.07
C -0.3210 -1.1406 7.0156 -0.02
O -0.1341 -0.5108 3.4748 0.02
H 0.2099 -5.2860 4.4710 0.08
H 0.6952 1.7972 6.5973 0.09
H 0.5048 -2.2986 -2.8161 0.02
H 2.5040 -0.0149 0.4276 0.12
C -1.7528 -0.8324 -4.1355 -0.45
H -3.9944 -4.3002 -3.4080 0.13
H -2.8124 0.2051 4.6708 0.08
H -1.6099 0.9728 6.9214 0.14
H -1.7662 2.5546 -3.4813 0.10
H -3.9231 -0.2646 2.4748 0.06
C -0.1500 -4.7439 3.5874 -0.06
H -2.1242 -0.3639 2.4098 0.02
H -3.1413 -0.4933 -2.3858 0.06
C -2.0284 -3.9043 -3.8597 -0.14
H -0.0550 -2.4059 -6.2163 0.11
C 0.2297 -2.9899 -1.8915 -0.36
H 1.0285 1.9989 -4.8727 0.12
C 0.3146 0.7517 -3.1869 -0.39
H -1.6202 -3.0436 -6.7393 0.14
C -0.3270 1.6817 0.4385 -0.01
H -0.4457 0.9637 1.2531 0.07
C -0.4383 1.4813 -2.1524 -0.17
H 0.4970 2.3461 0.7438 0.12
H 2.5698 -4.0467 3.9502 0.09
C -1.3741 2.6151 -2.4424 0.02
Re -0.6715 -1.0324 -2.6085 1.56
H -1.2285 -4.5522 3.7031 0.10
C -1.1361 0.8951 5.9261 -0.37
H -1.8639 -4.6795 -3.0991 0.12
C -4.5592 0.6501 -0.3404 -0.27
H -4.5299 1.6266 0.1460 0.05
H -4.5506 -2.2876 -2.6905 0.10
C 1.2748 -0.0575 -2.4909 -0.36
C -3.4608 -3.5570 -4.0184 -0.17
H -1.2060 2.3288 0.3830 0.09
C 0.1575 -4.2092 0.3524 -0.24
H 3.4037 -0.0516 -2.9211 0.12
H 2.2983 -3.9703 2.2030 0.06
H 1.2717 -3.1208 -1.5059 0.06
H 0.4375 1.7801 4.8313 0.08
H 2.7114 -1.6716 -2.6535 0.08
H -3.8174 -3.6642 -5.0516 0.13
C 0.2645 -2.5156 4.6676 -0.10
H -3.6717 -2.3303 1.2415 0.08
H 0.4839 -2.8392 8.0405 0.13
H -2.2209 2.6177 -1.7278 0.09
C -3.0315 0.0830 1.9451 -0.31
C -1.0682 -2.6237 -5.8607 -0.16
H -2.6312 -3.1450 -1.5164 0.02
H -0.1433 -3.9770 -2.2615 0.06
C -0.5645 -0.5163 5.8219 -0.10
P -3.0741 -0.2890 0.1754 0.85
C -3.8527 -2.1760 -3.5244 -0.15
C 0.5253 -3.0792 5.8924 -0.02
H -0.1713 -4.3037 -4.8135 0.13
H -4.5305 0.8193 -1.4273 0.03
H -0.0349 -4.3114 1.4290 -0.02
C -2.4845 -3.0764 -0.4340 -0.40
H -1.7278 1.4676 3.9363 0.06
H -4.4480 -1.7321 -4.3355 0.12
H 0.6581 0.2970 -5.2137 0.09
C 0.9798 0.0696 -1.0786 -0.24
P -0.6738 -2.6111 -0.2564 0.96
H -2.6694 -4.0482 -0.0050 0.08
C -1.0271 -3.6036 -4.7015 -0.11
H 1.0146 -0.7806 0.9377 0.05
H -0.8744 3.6155 -2.3718 0.14
C -3.5191 -2.1091 0.1677 -0.38
H -0.6186 1.4916 -4.9352 0.08
H -2.9379 1.1833 2.0487 0.05
H -2.8750 -1.4737 -5.8452 0.13
H 1.2541 -4.1657 0.2583 0.05
C -2.6416 -1.2615 -3.0573 -0.33
C 0.2603 -2.3982 7.0724 -0.01
```

***

Entry 3:
A cluster of 9 separate species, C11H41N15O9 in total at a distorted geometry. Source: the OMol25 dataset; level of theory: ωB97M-V/def2-TZVPD.

Computed properties:
charge	0
LUMO level	0.1	eV
SMILES	COC[C@H](C)N.NC(N)=O.NC(N)=O.NC(N)=O.NC(N)=O.NC(N)=O.NC(N)=O.NC(N)=O.O
HOMO-LUMO gap	0.341	Eh
molar mass	527.545	u

```
76
Properties=species:S:1:pos:R:3:lowdin_charge:R:1
H 6.4703 -1.0151 2.5142 0.11
H -4.8316 0.5492 -3.9221 0.10
H -2.7250 2.0492 5.8491 0.11
H -1.2459 -7.9182 4.6233 0.11
O 2.2898 6.2464 0.7391 -0.18
N -2.1222 -5.0040 -5.1778 0.16
O -0.4318 -4.9327 -3.6992 0.03
N 5.6005 -1.6922 0.5129 0.15
O 0.4178 -2.3319 -0.1939 -0.06
H 3.5050 3.3503 0.8343 0.08
C -0.3953 -6.0882 4.4773 -0.84
N -2.8965 1.2303 5.2833 0.15
C -6.0557 -1.0908 -3.5588 -0.81
H 0.7583 -2.4581 -1.0796 0.03
C 3.1536 5.7657 1.7547 -0.22
N -5.6600 0.0411 -4.1973 0.15
H 2.7214 8.3097 0.9167 0.08
H -0.8299 -7.0032 2.7891 0.12
H -0.5788 -7.1575 6.0935 0.12
H 2.1800 7.8064 -0.6140 0.08
H 0.8148 -0.7115 -6.8290 0.11
N -2.0220 -0.7041 4.6617 0.17
O 0.0889 -5.1279 5.0321 0.03
H 3.8418 7.3426 -0.0882 0.09
H 1.4625 5.4570 3.7397 0.07
N -3.0070 3.1975 0.9485 0.17
O -2.8574 1.0971 0.1925 -0.02
N -0.0017 -5.6089 -5.7341 0.14
H -2.4576 -0.3503 3.8220 0.11
H 4.1606 5.6321 1.3595 0.12
H -6.2611 0.1406 -5.0028 0.11
N -0.7177 -7.1973 5.0939 0.16
H 2.5502 2.3849 2.0869 0.08
O -1.8818 -0.2949 6.7443 0.01
C 2.6503 3.3038 1.5092 -0.05
H 0.9173 -5.9246 -5.4586 0.11
N 0.8474 -0.4840 -5.8455 0.17
H -4.8571 0.8692 1.4254 0.13
C 2.8042 7.4780 0.2170 -0.11
H -2.4406 -5.2377 -6.1073 0.11
H -3.2892 1.2942 4.3549 0.08
H -0.0985 -5.3401 2.7718 0.13
H 3.4163 4.2549 3.2724 0.13
C -3.4125 1.9859 0.8917 -0.80
H -5.0348 2.6309 1.8436 0.12
C 1.1625 0.7065 -5.5018 -0.84
H -2.2062 3.3293 0.3472 0.13
H -3.5831 3.9442 1.3100 0.12
C 6.5408 -0.7365 0.5655 -0.78
H 5.0336 -1.9981 -0.2650 0.11
C 2.6851 4.4752 2.4946 -0.47
H 0.5239 -1.1407 -5.1497 0.13
H -2.7773 -4.8479 -4.4251 0.12
H -4.5172 -1.1632 -2.3725 0.13
N -4.5515 1.8312 1.4604 0.16
H 5.4922 -2.2321 1.3596 0.09
O 6.9621 -0.1607 -0.3981 0.04
N 1.4779 4.5749 3.2480 0.04
H -6.0003 -2.1257 -1.9905 0.13
H -0.0601 -1.5036 -0.2363 0.03
N -5.4885 -1.4135 -2.4914 0.18
H 3.1509 6.5111 2.5499 0.11
N 6.9432 -0.4882 1.7940 0.15
H 1.7244 3.3460 0.9357 0.07
H 2.1151 2.2715 -6.2202 0.12
H 0.8048 4.5083 2.4980 0.06
H -1.6337 -1.6234 4.8175 0.14
C -0.8580 -5.1982 -4.8024 -0.76
O -6.9724 -1.7100 -4.0668 0.01
N -0.5014 -6.1507 3.2198 0.17
H 1.7141 0.9853 -7.3880 0.11
H 7.8176 0.0168 1.7702 0.12
O 1.0388 1.1445 -4.3912 0.05
N 1.7769 1.3473 -6.4472 0.16
C -2.2350 0.0849 5.6260 -0.76
H -0.1185 -5.3281 -6.6972 0.10
```

***

Entry 4:
A cluster of 14 separate species, C28H84O14 in total at a distorted geometry. Source: the OMol25 dataset; level of theory: ωB97M-V/def2-TZVPD.

Computed properties:
charge	0
LUMO level	-0.1	eV
HOMO-LUMO gap	0.358	Eh
molar mass	644.966	u

```
126
Properties=species:S:1:pos:R:3:lowdin_charge:R:1
H 4.0712 -5.5777 -2.5338 0.07
O -0.2732 1.4396 0.8408 -0.09
H 2.5087 -7.5641 -2.6978 0.11
O -5.6292 6.3436 -0.0102 -0.08
H -5.6750 5.4009 0.1652 0.08
C 9.3150 -0.7160 0.4032 -0.09
O 1.9221 7.6421 2.9824 -0.08
H 5.5673 -1.3616 -8.4966 0.07
H 0.4763 6.9637 1.8646 0.10
H -0.6470 2.7885 -5.6615 0.11
H 1.8943 0.3186 -0.2244 0.07
H -2.4637 -4.2951 3.8724 0.10
H 5.7590 0.4014 -8.3703 0.07
C 3.8712 -5.3610 4.9004 -0.09
H 3.9641 -4.8460 5.8566 0.08
H 7.2948 -0.5256 1.1909 0.10
H -6.2047 -1.8704 -5.6873 0.07
C -3.2965 -4.9944 3.9466 -0.39
H -5.0084 7.2560 -2.9312 0.06
H -8.1226 -0.1382 1.6977 0.11
H -0.1989 8.3330 4.5896 0.07
H 1.3374 3.2386 -4.4981 0.07
O -6.5380 1.3251 1.4173 -0.07
H -5.1287 1.8859 5.3086 0.07
C -0.0482 -3.9636 -6.2771 -0.32
H 3.2444 -6.8444 -0.1330 0.08
H -6.5306 0.7507 0.6481 0.08
H -1.1544 1.5424 1.2077 0.07
O 2.5660 -6.8448 -0.8122 -0.08
H -5.9604 5.7892 -2.5997 0.06
H -0.1938 -3.7638 -8.4744 0.08
O -4.5782 2.2179 6.0216 -0.09
C -7.4718 0.5932 2.1768 -0.30
H 2.9767 -5.9599 5.0717 0.08
H 2.4852 6.9615 2.6067 0.08
H -3.7750 5.8349 -0.4847 0.11
C -6.0186 1.2636 7.6624 -0.09
H 6.0114 -5.6661 4.9216 0.11
O -4.3306 -4.3251 3.3302 -0.06
H 3.8834 0.5201 -6.8933 0.08
H 0.2379 4.3307 -3.7705 0.08
H -8.2806 2.5108 3.2873 0.06
C -0.1443 0.0433 0.5678 -0.31
O 5.0974 -6.7660 3.5694 -0.05
H -7.7224 -0.8377 -5.4773 0.07
H 2.8930 2.5326 3.3371 0.08
H -9.0853 2.0042 1.7907 0.06
H 10.2239 -0.1202 0.4869 0.07
H 5.9128 0.2795 -5.8480 0.11
H 5.1872 -6.5825 -1.6117 0.06
C 8.2246 0.0414 1.1460 -0.32
H -4.2629 -4.4199 2.3773 0.09
H -0.1464 -3.3194 -5.4034 0.11
C -0.1540 3.7491 -5.8105 -0.34
H -7.2585 -1.9751 -4.2334 0.08
H -3.8038 1.5165 7.7619 0.11
C 4.4165 -6.6004 -2.3822 -0.08
H 5.3596 2.6903 6.4751 0.08
C 0.6002 7.1687 2.9280 -0.34
C 4.2637 2.1016 4.8110 -0.32
H 8.6229 0.0931 2.1593 0.10
H -0.7093 -4.8230 -6.1658 0.11
C -5.0217 6.3052 -2.3983 -0.07
H -9.4541 1.3106 3.1997 0.06
C -6.0200 -0.2303 -4.3663 -0.32
H 7.0589 -0.7184 -7.9749 0.07
H 5.8680 -7.3355 3.5099 0.09
H -6.1989 0.4214 8.3305 0.07
H 5.6259 -1.4491 -6.0018 0.11
O -5.0582 -0.7271 -3.4028 -0.09
H -2.5672 -5.4789 5.7883 0.08
H 6.1046 3.1909 4.8220 0.07
C -4.6064 1.2544 7.0725 -0.31
H -4.2958 5.5892 -2.7837 0.05
H 0.5630 6.1787 3.3827 0.10
H 4.8218 -7.0085 -3.3081 0.07
O 4.0395 -0.3212 -6.4580 -0.08
H -6.9927 0.0934 3.0186 0.10
C -8.5597 1.6512 2.6780 -0.09
H 1.2720 -1.1745 -0.5282 0.07
H -6.7844 1.2123 6.8885 0.07
C -6.8641 -1.3237 -5.0133 -0.09
H -1.6953 -3.3955 -7.6185 0.07
H -4.4599 -1.3273 -3.8538 0.07
C -0.6081 -3.3533 -7.5536 -0.11
H 5.0758 -6.9377 5.6074 0.11
H 7.1707 1.6768 1.0702 0.07
O 1.3063 -4.2236 -6.6049 -0.08
C -0.4899 8.0407 3.5806 -0.07
H -6.1479 2.1921 8.2185 0.07
C -4.5737 6.4524 -0.8956 -0.33
H -3.9457 -4.3552 5.8650 0.08
H 4.8335 4.0927 5.4832 0.07
H 3.7876 -4.6675 4.0637 0.08
H 0.2023 -0.4636 1.4683 0.10
C 5.0742 -6.2085 4.7973 -0.42
H 3.4523 1.8367 5.4890 0.11
H -4.3396 0.2911 6.6378 0.10
O 0.5571 3.6680 -7.0641 -0.08
H -0.9391 4.5040 -5.8535 0.10
H -0.5180 8.9444 2.9719 0.07
H -0.1237 3.3523 -7.6628 0.07
H 1.6337 -3.3325 -6.7477 0.08
H 1.4146 4.9654 -5.0136 0.08
C 5.9844 -0.5535 -7.8955 -0.09
C 0.7674 4.1445 -4.7049 -0.09
H -5.5080 0.5381 -4.9455 0.11
H -1.1124 -0.3947 0.3246 0.11
H 4.8422 1.1845 4.6998 0.10
H -4.2964 -6.0396 5.5647 0.08
H -0.2540 -2.3224 -7.5486 0.07
H 9.1793 -0.8944 -0.6635 0.07
C 3.2230 -7.4761 -1.8792 -0.33
H 3.5670 -8.4477 -1.5247 0.10
C 0.9401 -0.1369 -0.4891 -0.09
H 0.6393 0.0593 -1.5182 0.07
C 5.2313 3.0781 5.4645 -0.10
O 7.8606 1.2926 0.5242 -0.08
H 9.3769 -1.6490 0.9634 0.07
H -2.7217 -5.7321 3.3868 0.11
H -1.4508 7.5405 3.7014 0.07
O 3.8127 2.6791 3.5702 -0.09
H -4.1767 7.4655 -0.8308 0.10
H -6.7509 0.4001 -3.8598 0.10
C 5.4335 -0.4810 -6.4644 -0.33
C -3.5577 -5.2570 5.3913 -0.08
```